(a)
DFT (wB97M-V/def2-TZVPD) results for a cluster of 16 separate species, C64H176N16O16 in total.

## Properties
Frontier orbital gap: 9.169 eV

Positions of all 272 atoms, in Å:
C  -1.369  3.948  -0.464
C  -0.859  5.389  -0.754
C  -1.368  6.032  -2.063
O  -1.133  5.144  -3.165
C  -2.179  4.988  -4.074
N  -1.110  6.274  0.343
H  -0.970  3.238  -1.188
H  -2.455  4.027  -0.512
H  -0.950  3.622  0.488
H  0.228  5.271  -0.771
H  -0.996  7.038  -2.261
H  -2.442  6.150  -1.904
H  -1.954  4.275  -4.868
H  -2.300  5.926  -4.619
H  -3.088  4.598  -3.614
H  -0.649  5.941  1.183
H  -0.539  7.094  0.178
C  2.761  5.362  2.803
C  2.218  6.562  2.054
C  1.021  7.228  2.816
O  0.015  6.239  2.912
C  -1.105  6.603  3.649
N  3.264  7.465  1.726
H  2.107  4.500  2.934
H  2.985  5.650  3.834
H  3.746  5.036  2.467
H  1.669  6.179  1.191
H  0.719  8.096  2.227
H  1.301  7.594  3.806
H  -0.910  6.656  4.721
H  -1.893  5.851  3.600
H  -1.528  7.521  3.238
H  4.063  6.950  1.381
H  3.575  7.952  2.555
C  -1.094  1.864  2.701
C  -1.607  2.860  3.761
C  -2.742  2.284  4.634
O  -3.888  1.871  3.848
C  -4.642  2.874  3.238
N  -0.482  3.412  4.493
H  -1.856  1.499  2.012
H  -0.756  0.970  3.228
H  -0.164  2.288  2.325
H  -2.078  3.653  3.177
H  -2.985  3.106  5.309
H  -2.330  1.443  5.192
H  -5.055  3.629  3.909
H  -5.499  2.443  2.720
H  -3.993  3.359  2.506
H  -0.141  4.186  3.939
H  0.222  2.688  4.586
C  1.296  -5.771  -1.778
C  0.181  -5.412  -0.850
C  0.641  -4.419  0.143
O  -0.514  -4.063  0.965
C  -0.140  -3.292  2.082
N  -0.887  -4.933  -1.668
H  1.614  -4.866  -2.298
H  1.015  -6.437  -2.594
H  2.184  -6.126  -1.252
H  -0.094  -6.315  -0.302
H  1.004  -3.563  -0.429
H  1.429  -4.858  0.758
H  0.486  -3.865  2.768
H  -0.958  -2.842  2.645
H  0.404  -2.394  1.779
H  -1.549  -4.536  -1.014
H  -0.521  -4.208  -2.277
C  9.623  0.028  2.203
C  9.527  0.912  0.970
C  8.090  1.288  0.620
O  7.467  0.120  0.117
C  6.289  -0.339  0.820
N  10.368  2.098  1.161
H  10.624  -0.270  2.514
H  8.888  -0.777  2.190
H  9.284  0.622  3.056
H  9.847  0.342  0.096
H  8.097  1.919  -0.271
H  7.722  1.865  1.470
H  5.491  0.176  0.284
H  6.265  -0.070  1.877
H  6.169  -1.421  0.783
H  10.477  2.551  0.263
H  11.303  1.818  1.425
C  5.771  3.914  -0.749
C  5.084  5.170  -1.271
C  3.530  5.017  -1.335
O  2.982  6.238  -1.929
C  2.814  6.118  -3.382
N  5.423  6.304  -0.405
H  6.817  4.039  -0.469
H  5.660  3.071  -1.432
H  5.226  3.610  0.147
H  5.501  5.484  -2.230
H  3.200  5.004  -0.296
H  3.182  4.124  -1.854
H  1.937  6.672  -3.716
H  2.634  5.092  -3.707
H  3.758  6.408  -3.844
H  6.359  6.642  -0.582
H  4.826  7.069  -0.692
C  2.475  2.041  0.179
C  1.933  0.699  -0.331
C  0.402  0.528  -0.198
O  0.014  -0.824  -0.487
C  -1.364  -1.061  -0.236
N  2.297  0.531  -1.737
H  1.983  2.911  -0.258
H  3.542  2.206  0.026
H  2.226  2.159  1.234
H  2.420  -0.118  0.204
H  -0.133  1.193  -0.878
H  0.146  0.879  0.802
H  -1.691  -2.049  -0.559
H  -2.024  -0.361  -0.752
H  -1.615  -1.030  0.826
H  1.640  -0.098  -2.181
H  2.020  1.387  -2.206
C  3.962  -1.777  -4.266
C  4.064  -2.871  -3.221
C  5.488  -2.980  -2.647
O  6.360  -3.375  -3.731
C  7.757  -3.505  -3.382
N  3.092  -2.665  -2.212
H  2.945  -1.759  -4.657
H  4.610  -1.911  -5.133
H  4.208  -0.799  -3.850
H  3.884  -3.812  -3.745
H  5.504  -3.734  -1.857
H  5.866  -2.114  -2.099
H  8.164  -2.557  -3.026
H  8.297  -3.742  -4.297
H  7.838  -4.275  -2.614
H  3.406  -3.033  -1.321
H  3.013  -1.687  -1.959
C  -0.418  0.664  6.926
C  0.034  -0.390  5.860
C  1.350  -0.098  5.164
O  1.301  1.204  4.589
C  2.533  1.540  3.986
N  0.056  -1.749  6.433
H  -0.357  1.696  6.581
H  0.183  0.538  7.827
H  -1.445  0.548  7.273
H  -0.755  -0.317  5.108
H  1.497  -0.848  4.385
H  2.196  -0.119  5.854
H  3.353  1.617  4.702
H  2.394  2.487  3.466
H  2.768  0.766  3.253
H  0.496  -2.506  5.929
H  -0.877  -2.122  6.544
C  0.403  -2.916  -5.222
C  0.246  -1.698  -4.273
C  -1.002  -0.826  -4.495
O  -1.009  0.336  -3.688
C  -2.237  1.030  -3.615
N  0.150  -2.295  -2.953
H  -0.396  -3.608  -4.952
H  1.334  -3.472  -5.110
H  0.311  -2.685  -6.284
H  1.079  -0.997  -4.356
H  -1.895  -1.436  -4.354
H  -1.037  -0.539  -5.548
H  -3.108  0.373  -3.638
H  -2.442  1.698  -4.455
H  -2.287  1.676  -2.738
H  0.150  -1.588  -2.227
H  1.061  -2.700  -2.754
C  -7.523  -4.540  4.138
C  -6.053  -4.126  4.401
C  -5.821  -2.622  4.270
O  -4.555  -2.446  3.687
C  -4.230  -1.125  3.477
N  -5.749  -4.596  5.740
H  -8.203  -4.110  4.873
H  -7.503  -5.629  4.156
H  -7.899  -4.135  3.197
H  -5.452  -4.677  3.676
H  -5.835  -2.159  5.258
H  -6.550  -2.185  3.584
H  -4.794  -0.772  2.610
H  -3.164  -1.048  3.265
H  -4.466  -0.508  4.346
H  -4.848  -4.196  5.972
H  -5.578  -5.592  5.756
C  2.709  2.274  -4.649
C  1.249  2.767  -4.643
C  0.366  2.325  -5.918
O  1.029  2.797  -7.099
C  0.384  2.598  -8.367
N  0.699  2.396  -3.355
H  3.323  2.580  -5.496
H  2.682  1.187  -4.745
H  3.122  2.542  -3.677
H  1.209  3.856  -4.690
H  -0.653  2.711  -5.867
H  0.329  1.235  -5.970
H  -0.692  2.663  -8.197
H  0.618  1.615  -8.778
H  0.777  3.405  -8.983
H  0.019  1.640  -3.405
H  0.045  3.165  -3.265
C  3.817  -2.425  1.843
C  4.783  -3.590  1.460
C  4.895  -4.549  2.678
O  5.539  -3.849  3.811
C  6.931  -3.622  3.735
N  4.224  -4.230  0.272
H  2.818  -2.858  1.764
H  3.851  -1.602  1.130
H  3.960  -2.132  2.883
H  5.710  -3.042  1.291
H  5.537  -5.421  2.545
H  3.923  -4.969  2.938
H  7.427  -4.443  3.213
H  7.295  -3.598  4.761
H  7.181  -2.735  3.151
H  3.446  -4.841  0.485
H  4.945  -4.871  -0.034
C  -7.953  -1.390  -3.582
C  -6.911  -2.330  -4.117
C  -5.628  -2.368  -3.286
O  -4.576  -2.956  -4.017
C  -3.386  -3.273  -3.324
N  -7.523  -3.641  -4.262
H  -8.701  -1.158  -4.340
H  -7.528  -0.416  -3.334
H  -8.497  -1.710  -2.693
H  -6.624  -1.989  -5.113
H  -5.783  -2.828  -2.308
H  -5.426  -1.320  -3.051
H  -2.488  -3.458  -3.913
H  -3.566  -4.167  -2.723
H  -3.093  -2.551  -2.559
H  -7.829  -4.001  -3.369
H  -6.826  -4.229  -4.698
C  -5.457  -7.429  1.286
C  -4.764  -7.016  0.029
C  -4.106  -5.617  0.152
O  -5.118  -4.644  0.278
C  -4.570  -3.397  0.710
N  -3.698  -7.983  -0.246
H  -6.257  -6.708  1.456
H  -4.833  -7.437  2.181
H  -5.860  -8.435  1.411
H  -5.477  -6.971  -0.796
H  -3.454  -5.474  -0.713
H  -3.457  -5.631  1.030
H  -4.069  -3.521  1.672
H  -5.294  -2.605  0.900
H  -3.752  -3.015  0.095
H  -3.073  -7.652  -0.969
H  -4.023  -8.879  -0.581
C  -7.984  -1.107  0.303
C  -7.560  0.233  0.838
C  -7.135  1.261  -0.299
O  -5.919  1.058  -0.929
C  -4.739  1.121  -0.104
N  -8.747  0.814  1.503
H  -7.115  -1.585  -0.153
H  -8.741  -0.993  -0.472
H  -8.306  -1.825  1.058
H  -6.775  0.055  1.576
H  -7.102  2.222  0.222
H  -7.959  1.350  -1.006
H  -4.938  0.798  0.918
H  -4.399  2.152  0.022
H  -3.910  0.657  -0.636
H  -8.504  1.756  1.779
H  -8.811  0.289  2.365

---

(b)
DFT (wB97M-V/def2-TZVPD) results for a cluster of 16 separate species, C64H176N16O16 in total.

## Properties
Frontier orbital gap: 8.634 eV

Positions of all 272 atoms, in Å:
C  -3.967  -1.681  7.422
C  -2.872  -2.441  6.779
C  -2.927  -3.867  7.348
O  -2.571  -3.857  8.707
C  -2.548  -5.136  9.356
N  -3.004  -2.460  5.352
H  -4.056  -0.697  6.963
H  -3.844  -1.510  8.492
H  -4.916  -2.212  7.335
H  -1.910  -2.037  7.091
H  -2.166  -4.367  6.749
H  -3.914  -4.325  7.272
H  -3.569  -5.515  9.409
H  -2.114  -5.062  10.353
H  -2.061  -5.916  8.771
H  -2.182  -2.906  4.972
H  -3.023  -1.560  4.893
C  7.831  1.840  -1.346
C  6.882  0.877  -2.087
C  5.525  0.628  -1.361
O  4.910  -0.497  -1.968
C  3.639  -0.795  -1.417
N  6.596  1.521  -3.325
H  7.902  1.537  -0.302
H  7.445  2.857  -1.275
H  8.842  1.889  -1.751
H  7.337  -0.107  -2.194
H  4.852  1.486  -1.378
H  5.744  0.353  -0.330
H  3.629  -0.775  -0.328
H  3.318  -1.781  -1.755
H  2.960  -0.042  -1.815
H  7.515  1.587  -3.739
H  6.190  0.754  -3.842
C  -1.493  -7.232  -6.112
C  -0.748  -7.127  -4.727
C  -1.296  -5.934  -3.834
O  -1.223  -4.692  -4.485
C  -2.159  -3.751  -4.054
N  -0.959  -8.423  -4.071
H  -1.257  -6.522  -6.904
H  -2.575  -7.105  -6.080
H  -1.273  -8.192  -6.578
H  0.298  -6.947  -4.972
H  -0.688  -5.817  -2.937
H  -2.325  -6.203  -3.597
H  -1.858  -2.785  -4.459
H  -2.070  -3.645  -2.973
H  -3.163  -4.043  -4.362
H  -0.187  -8.333  -3.425
H  -0.738  -9.154  -4.731
C  2.774  -5.495  0.561
C  1.935  -5.051  -0.674
C  2.671  -5.042  -2.064
O  3.747  -4.090  -1.940
C  4.329  -3.834  -3.143
N  0.699  -5.831  -0.783
H  3.744  -5.014  0.685
H  3.038  -6.544  0.426
H  2.159  -5.490  1.461
H  1.737  -4.012  -0.411
H  2.060  -4.758  -2.920
H  3.065  -6.029  -2.306
H  5.004  -4.596  -3.532
H  4.966  -2.972  -2.947
H  3.563  -3.608  -3.886
H  0.114  -5.336  -1.440
H  0.237  -5.605  0.086
C  7.990  -2.808  -3.068
C  8.286  -2.784  -1.593
C  7.074  -3.205  -0.732
O  7.298  -2.946  0.629
C  6.199  -3.247  1.461
N  9.482  -3.606  -1.296
H  7.215  -2.051  -3.193
H  7.490  -3.695  -3.456
H  8.827  -2.514  -3.701
H  8.561  -1.750  -1.387
H  6.821  -4.253  -0.897
H  6.194  -2.638  -1.034
H  5.191  -3.051  1.095
H  6.310  -2.809  2.453
H  6.314  -4.292  1.751
H  9.549  -3.591  -0.288
H  9.008  -4.482  -1.464
C  2.512  2.945  0.670
C  3.144  2.361  1.862
C  2.935  3.047  3.246
O  1.515  3.255  3.539
C  1.364  3.648  4.918
N  2.748  0.948  2.006
H  3.014  3.903  0.530
H  1.432  3.034  0.782
H  2.678  2.341  -0.223
H  4.222  2.360  1.699
H  3.356  4.052  3.205
H  3.432  2.381  3.951
H  1.547  2.816  5.599
H  0.313  3.893  5.072
H  1.861  4.564  5.238
H  3.298  0.566  2.762
H  1.843  1.054  2.442
C  4.387  0.019  -7.059
C  4.166  -0.120  -5.546
C  2.761  -0.484  -5.069
O  2.293  -1.699  -5.659
C  0.990  -2.165  -5.194
N  5.110  -1.040  -4.996
H  4.226  -0.890  -7.638
H  5.350  0.492  -7.252
H  3.584  0.661  -7.424
H  4.323  0.903  -5.206
H  2.014  0.280  -5.279
H  2.766  -0.572  -3.983
H  1.042  -2.594  -4.193
H  0.679  -2.993  -5.831
H  0.226  -1.396  -5.307
H  5.044  -1.022  -3.988
H  4.861  -1.996  -5.206
C  -5.026  3.168  -0.975
C  -6.421  3.043  -0.333
C  -7.700  2.774  -1.233
O  -7.541  1.515  -1.937
C  -8.818  1.237  -2.545
N  -6.346  1.987  0.631
H  -5.040  3.764  -1.887
H  -4.747  2.145  -1.224
H  -4.405  3.513  -0.148
H  -6.540  3.924  0.297
H  -7.861  3.613  -1.911
H  -8.574  2.751  -0.582
H  -8.832  0.249  -3.005
H  -9.050  1.929  -3.354
H  -9.604  1.214  -1.790
H  -7.272  2.075  1.025
H  -6.468  1.159  0.065
C  -0.057  -0.205  5.642
C  1.332  -0.734  6.120
C  2.382  -0.911  5.023
O  1.944  -1.804  4.034
C  3.056  -2.347  3.264
N  1.903  0.095  7.211
H  -0.646  0.032  6.528
H  -0.563  -0.999  5.093
H  0.129  0.718  5.093
H  1.212  -1.754  6.485
H  3.324  -1.216  5.478
H  2.613  0.019  4.503
H  2.740  -3.240  2.725
H  3.867  -2.734  3.880
H  3.434  -1.634  2.531
H  1.164  0.365  7.845
H  2.421  0.908  6.911
C  -2.773  5.565  1.037
C  -1.841  6.578  1.771
C  -0.384  6.273  1.404
O  0.577  7.010  2.125
C  1.850  6.507  1.809
N  -2.251  7.979  1.590
H  -2.813  5.655  -0.049
H  -3.772  5.562  1.473
H  -2.406  4.555  1.219
H  -2.018  6.348  2.821
H  -0.234  6.346  0.327
H  -0.285  5.240  1.737
H  1.962  5.464  2.106
H  2.563  7.017  2.456
H  2.071  6.619  0.747
H  -1.700  8.523  2.239
H  -3.170  8.187  1.955
C  -5.266  1.439  4.742
C  -3.863  1.563  4.297
C  -2.806  2.140  5.345
O  -3.018  3.559  5.647
C  -2.703  4.470  4.652
N  -3.304  0.306  3.831
H  -5.828  0.881  3.993
H  -5.722  2.405  4.959
H  -5.355  0.851  5.656
H  -3.904  2.266  3.465
H  -1.759  2.040  5.058
H  -2.882  1.611  6.295
H  -2.859  5.498  4.980
H  -3.375  4.327  3.806
H  -1.659  4.425  4.341
H  -2.359  0.520  3.543
H  -3.799  -0.065  3.032
C  -1.216  -5.513  3.928
C  -0.351  -4.378  3.381
C  -1.100  -3.594  2.240
O  -1.241  -4.427  1.052
C  -2.183  -3.996  0.099
N  -0.093  -3.523  4.469
H  -1.334  -6.249  3.133
H  -2.221  -5.236  4.245
H  -0.718  -5.894  4.820
H  0.597  -4.692  2.943
H  -0.366  -2.866  1.892
H  -1.951  -3.001  2.577
H  -2.134  -2.940  -0.166
H  -3.205  -4.077  0.469
H  -2.032  -4.575  -0.812
H  0.599  -2.816  4.265
H  0.272  -4.052  5.248
C  -1.556  1.238  -5.239
C  -1.387  1.804  -3.832
C  -0.238  2.756  -3.581
O  1.025  2.057  -3.456
C  1.982  2.836  -2.840
N  -2.656  2.453  -3.625
H  -1.943  1.828  -6.070
H  -2.252  0.400  -5.239
H  -0.604  0.807  -5.549
H  -1.368  0.955  -3.149
H  -0.449  3.303  -2.662
H  -0.223  3.531  -4.348
H  1.723  3.444  -1.974
H  2.333  3.538  -3.597
H  2.876  2.270  -2.576
H  -2.702  2.830  -2.689
H  -2.621  3.190  -4.315
C  -4.606  -0.888  -3.879
C  -5.429  -1.611  -2.768
C  -4.922  -1.019  -1.403
O  -5.305  -1.946  -0.430
C  -5.048  -1.460  0.803
N  -6.851  -1.222  -2.832
H  -3.529  -1.045  -3.934
H  -4.660  0.199  -3.936
H  -4.945  -1.060  -4.901
H  -5.284  -2.691  -2.746
H  -5.251  0.006  -1.236
H  -3.839  -0.889  -1.401
H  -5.295  -2.252  1.510
H  -5.699  -0.617  1.038
H  -4.000  -1.228  0.992
H  -7.352  -1.713  -2.105
H  -6.725  -0.274  -2.507
C  -1.018  9.058  -4.254
C  -1.056  7.569  -4.048
C  -0.192  7.120  -2.766
O  1.109  7.400  -3.097
C  2.025  6.909  -2.170
N  -2.499  7.264  -3.930
H  -1.854  9.379  -4.876
H  -0.178  9.452  -4.827
H  -1.122  9.585  -3.306
H  -0.626  7.081  -4.922
H  -0.390  6.048  -2.757
H  -0.592  7.607  -1.877
H  1.820  7.455  -1.249
H  3.031  7.061  -2.560
H  1.800  5.855  -2.006
H  -2.867  7.415  -3.002
H  -3.155  7.851  -4.425
C  -1.714  1.722  0.353
C  -0.977  0.474  0.899
C  0.117  -0.076  -0.096
O  -0.598  -0.890  -1.037
C  0.202  -1.271  -2.108
N  -0.500  0.820  2.190
H  -1.979  1.689  -0.704
H  -1.033  2.566  0.463
H  -2.582  1.869  0.995
H  -1.744  -0.298  0.966
H  0.927  -0.548  0.460
H  0.498  0.789  -0.638
H  0.476  -0.377  -2.667
H  -0.410  -1.877  -2.776
H  1.032  -1.885  -1.757
H  0.016  1.688  2.163
H  0.143  0.114  2.518

---

Least stable structure among those shown: (b).